A 11-piece molecular cluster, C22H66O11 overall at a distorted geometry, computed with ωB97M-V with the def2-TZVPD basis set.

## Properties
Net charge = 0
LUMO = 0.21 eV
SMILES = CCO.CCO.CCO.CCO.CCO.CCO.CCO.CCO.CCO.CCO.CCO

Atoms and positions in Å:
C -0.685 1.632 5.756
C 0.604 2.152 5.169
O 0.598 1.921 3.735
H -0.639 0.562 5.958
H -1.532 1.822 5.100
H -0.849 2.102 6.727
H 1.494 1.631 5.542
H 0.868 3.198 5.346
H 1.486 2.104 3.407
C 2.538 -0.815 -3.153
C 3.521 -1.544 -4.050
O 4.844 -1.200 -3.693
H 1.490 -1.088 -3.323
H 2.586 0.249 -3.402
H 2.737 -1.004 -2.099
H 3.362 -1.375 -5.116
H 3.354 -2.627 -3.943
H 4.979 -1.550 -2.797
C 0.179 -0.886 -0.541
C 0.436 0.240 0.431
O 0.131 -0.179 1.747
H 0.447 -0.558 -1.544
H -0.793 -1.369 -0.470
H 0.899 -1.681 -0.306
H -0.192 1.114 0.204
H 1.466 0.606 0.348
H 0.091 0.494 2.437
C 4.197 -2.434 1.020
C 5.287 -1.792 0.164
O 5.263 -2.341 -1.155
H 4.488 -3.466 1.224
H 3.255 -2.483 0.477
H 4.081 -1.828 1.919
H 6.226 -1.886 0.716
H 5.045 -0.744 -0.020
H 5.678 -3.211 -1.138
C 0.251 2.074 -3.406
C -0.145 1.338 -4.684
O -1.493 1.504 -5.046
H -0.022 1.524 -2.507
H -0.166 3.070 -3.352
H 1.333 2.227 -3.425
H 0.160 0.293 -4.573
H 0.551 1.676 -5.468
H -1.673 2.445 -4.948
C -3.305 -2.173 -2.191
C -2.578 -1.372 -3.272
O -1.520 -2.155 -3.832
H -4.114 -1.506 -1.897
H -2.722 -2.464 -1.320
H -3.776 -3.058 -2.618
H -2.224 -0.405 -2.938
H -3.265 -1.166 -4.103
H -1.129 -1.639 -4.543
C -2.251 -4.115 3.252
C -1.586 -3.097 2.333
O -0.335 -2.699 2.872
H -2.372 -3.737 4.267
H -1.692 -5.049 3.254
H -3.269 -4.243 2.876
H -2.239 -2.217 2.309
H -1.490 -3.520 1.327
H -0.046 -1.896 2.403
C 0.043 3.814 -1.337
C -0.696 4.856 -2.166
O -2.079 4.530 -2.337
H 0.798 4.361 -0.771
H 0.489 3.033 -1.991
H -0.599 3.287 -0.631
H -0.199 5.118 -3.108
H -0.661 5.801 -1.603
H -2.450 5.303 -2.777
C 2.735 -6.274 2.590
C 1.961 -5.001 2.868
O 1.652 -4.400 1.637
H 2.272 -6.899 1.830
H 3.029 -6.878 3.450
H 3.723 -5.964 2.228
H 2.541 -4.385 3.572
H 1.042 -5.134 3.453
H 1.083 -3.627 1.755
C -3.392 0.813 -1.683
C -3.353 1.730 -0.483
O -3.849 3.026 -0.764
H -2.695 1.187 -2.437
H -4.387 0.772 -2.129
H -3.088 -0.188 -1.423
H -2.325 1.801 -0.102
H -3.952 1.290 0.317
H -3.338 3.352 -1.521
C -2.767 5.417 2.258
C -2.204 4.030 2.457
O -0.903 4.174 3.000
H -2.931 5.971 3.184
H -3.649 5.353 1.620
H -2.070 6.097 1.756
H -2.266 3.454 1.528
H -2.835 3.469 3.161
H -0.503 3.304 3.152

Forces on the atoms, in the same order (eV/Å):
0.24 0.08 0.44
1.17 -0.35 -0.48
-0.12 -0.05 0.02
0.08 -0.05 -0.26
0.00 0.19 0.03
-0.17 0.13 -0.09
-0.33 -0.31 0.31
-0.80 0.19 0.03
-0.02 0.03 -0.05
-0.57 0.46 -0.72
-0.27 -0.92 0.48
-0.02 -0.01 -0.29
0.15 -0.35 -0.15
0.19 0.06 0.46
0.22 0.13 -0.01
0.11 0.50 0.07
0.14 0.02 0.12
0.19 0.07 -0.06
1.10 -0.47 0.49
-0.70 1.09 0.09
-0.02 -1.11 0.25
-0.45 -0.06 -0.08
-0.26 0.49 -0.12
-0.03 -0.04 -0.09
-0.02 -0.12 -0.16
0.11 -0.26 0.03
0.21 0.45 -0.26
0.39 0.22 -0.53
-1.36 0.16 0.03
0.75 -0.36 0.24
-0.15 0.05 0.41
-0.03 0.13 0.04
-0.10 -0.37 0.22
0.32 0.07 -0.57
0.26 0.08 0.31
-0.10 0.00 -0.10
-0.05 -1.14 -1.65
1.54 0.27 0.07
-0.01 -0.30 0.13
-0.15 -0.15 -0.19
-0.48 -0.33 -0.93
0.03 -0.19 0.16
-0.80 -0.18 -0.01
-0.39 0.22 -0.23
-0.21 -0.04 -0.05
-0.50 0.37 -0.84
0.17 -1.01 -0.95
0.32 -0.08 0.25
-0.19 -0.57 0.32
0.23 0.14 -0.06
0.22 -0.11 -0.06
0.43 -0.59 -0.14
-0.33 0.08 0.30
-0.01 -0.05 -0.03
-0.07 0.41 -0.41
-0.46 0.25 0.79
0.38 -0.19 -0.29
0.32 0.06 0.02
-0.17 -0.11 0.09
0.08 -0.45 -0.05
0.02 -0.02 -0.35
0.07 0.08 -0.03
-0.19 0.17 0.15
0.62 -0.04 -0.21
-0.05 0.92 1.28
0.42 0.07 -0.74
0.13 -0.25 0.11
0.09 1.75 2.24
-0.26 0.31 0.04
-0.06 -0.54 -0.18
-0.02 -0.12 0.02
-0.36 -0.20 0.04
0.94 0.23 -0.16
-0.60 -0.20 1.18
0.46 0.16 -0.62
-0.12 0.01 0.06
-0.67 0.10 0.29
-0.16 -0.02 -0.44
0.31 0.35 -0.52
-0.11 -0.52 -0.25
-0.08 -0.25 0.56
0.18 1.01 0.36
-0.19 -0.10 0.10
-0.07 -0.24 -0.02
-0.18 0.19 -0.01
-0.05 0.03 0.05
0.03 0.51 0.54
0.03 -0.10 0.01
-0.09 0.27 0.08
-0.02 0.21 0.28
0.16 0.55 -0.42
-0.31 0.16 0.54
0.24 -0.19 -0.22
-0.47 -0.47 0.18
-0.20 0.17 0.32
0.22 -0.50 -0.35
0.46 0.18 -0.15
-0.07 0.11 0.05
-0.07 0.08 -0.06

Results of the Mulliken charge analysis, in e, for atoms 1 through 6: atom 1 (C): -0.971, atom 2 (C): -0.333, atom 3 (O): -0.419, atom 4 (H): 0.280, atom 5 (H): 0.213, atom 6 (H): 0.350